(1)
99
Properties=species:S:1:pos:R:3:forces:R:3 method="wB97M-V/def2-TZVPD" e_lumo_ev=-4.90 total_charge=+2
Pt 0.0470 0.3589 0.1704 1.22 1.75 -0.19
C -5.9218 -3.4603 1.4446 -0.01 -0.03 -0.01
C -5.1207 -3.8234 0.1872 0.12 0.07 0.01
C -5.9650 -3.5433 -1.0633 -0.02 -0.01 0.02
C -4.7777 -5.3099 0.2332 -0.03 -0.03 -0.01
C -3.8683 -2.9542 0.1252 -0.09 0.03 -0.01
C -2.5820 -3.4707 0.0255 0.07 -0.04 0.04
C -1.4947 -2.6121 -0.0202 -0.27 0.13 0.03
N -1.6201 -1.2904 0.0170 -0.59 -1.11 -0.19
C -2.8478 -0.7739 0.1039 0.14 0.25 0.03
C -3.9821 -1.5624 0.1643 0.09 -0.02 -0.01
C -2.8776 0.7196 0.1588 -0.05 -0.11 0.08
C -4.0502 1.4484 0.1020 0.12 0.06 0.05
C -4.0472 2.8415 0.1879 -0.13 -0.03 -0.01
C -2.8083 3.4510 0.3438 0.05 -0.01 0.00
C -1.6628 2.6831 0.3811 -0.01 0.08 0.05
N -1.6863 1.3528 0.2743 -0.39 -0.39 -0.07
C -5.3608 3.6119 0.1362 0.12 -0.05 0.00
C -5.1359 5.1205 0.1796 -0.01 0.03 0.00
C -6.0995 3.2551 -1.1604 -0.02 0.05 0.01
C -6.2057 3.1930 1.3475 -0.02 -0.02 0.00
H -6.7925 -4.1096 1.5213 -0.04 -0.03 0.00
H -6.2847 -2.4343 1.4201 -0.02 0.08 -0.01
H -5.3251 -3.5891 2.3467 0.04 -0.02 0.05
H -6.8782 -4.1357 -1.0300 -0.04 -0.03 0.00
H -5.4245 -3.8078 -1.9717 0.04 -0.01 -0.05
H -6.2541 -2.4949 -1.1300 -0.02 0.06 0.00
H -5.6976 -5.8884 0.3022 -0.03 -0.01 0.00
H -4.1680 -5.5620 1.1004 0.03 0.00 0.06
H -4.2560 -5.6375 -0.6657 0.03 -0.01 -0.05
H -2.4084 -4.5346 -0.0043 0.00 -0.06 -0.01
H -0.4834 -2.9933 -0.0830 0.03 -0.06 -0.03
H -4.9553 -1.1097 0.2605 -0.09 0.02 0.00
H -4.9865 0.9240 -0.0028 -0.04 -0.03 -0.01
H -2.7133 4.5209 0.4341 0.01 0.05 0.01
H -0.6870 3.1296 0.5061 0.01 0.03 -0.03
H -4.5282 5.4679 -0.6567 0.02 0.00 -0.05
H -4.6622 5.4369 1.1083 0.02 0.01 0.06
H -6.0965 5.6293 0.1180 -0.03 0.01 0.00
H -5.5170 3.5351 -2.0383 0.04 0.02 -0.04
H -7.0430 3.7971 -1.2006 -0.04 0.03 0.00
H -6.3317 2.1942 -1.2267 -0.01 -0.09 0.01
H -5.6779 3.3772 2.2825 0.03 0.03 0.04
H -6.4708 2.1370 1.3090 -0.01 -0.06 0.00
H -7.1319 3.7649 1.3650 -0.05 0.03 -0.02
O -0.0484 0.2921 2.3003 0.09 0.04 -0.32
S 1.0399 0.2718 3.3862 -0.45 -0.26 -0.05
C 2.1079 -1.1281 2.9222 0.11 -0.04 -0.30
C 3.6227 -1.0208 3.1102 -0.09 0.05 0.03
C 4.3553 -0.4562 1.8903 0.00 -0.06 -0.05
C 4.2570 -1.3814 0.6682 0.08 0.07 0.06
S 3.2320 -0.7503 -0.6647 -0.39 -0.23 -0.31
O 2.0279 -0.2212 0.0993 0.28 -0.01 0.37
C 4.1387 0.6853 -1.1936 0.05 0.10 0.05
C 3.4512 1.8814 -1.3404 0.15 -0.02 -0.01
C 4.1318 2.9842 -1.8420 -0.10 0.00 0.04
C 5.4681 2.8853 -2.1902 0.04 -0.02 -0.01
C 6.1369 1.6755 -2.0587 -0.02 -0.03 0.02
C 5.4738 0.5630 -1.5687 -0.10 0.08 0.01
C 2.0227 1.7324 3.2993 0.22 0.01 0.00
C 2.6722 2.0431 4.4890 0.08 0.06 -0.06
C 3.4749 3.1726 4.5497 -0.06 -0.03 -0.01
C 3.5857 3.9981 3.4412 -0.04 -0.05 -0.01
C 2.8968 3.6976 2.2720 0.02 -0.04 0.03
C 2.1114 2.5583 2.1899 -0.07 -0.03 -0.31
H 1.8641 -1.2867 1.8681 -0.03 -0.04 0.26
H 1.6796 -1.9466 3.4978 0.03 -0.01 0.10
H 3.9875 -2.0290 3.3165 0.04 -0.01 -0.01
H 3.8836 -0.4333 3.9910 -0.07 0.05 0.03
H 5.4073 -0.3086 2.1358 -0.03 -0.05 0.02
H 3.9615 0.5272 1.6382 -0.04 0.13 0.01
H 3.8059 -2.3476 0.9056 0.00 -0.01 0.01
H 5.2198 -1.5942 0.2086 0.10 -0.01 -0.01
H 2.4053 1.9418 -1.0850 -0.11 0.00 0.06
H 3.6107 3.9240 -1.9653 -0.02 0.01 0.01
H 5.9918 3.7475 -2.5765 0.02 0.04 -0.02
H 7.1757 1.5949 -2.3429 0.05 0.00 -0.01
H 5.9991 -0.3774 -1.4948 0.04 -0.10 0.02
H 2.5438 1.4181 5.3628 -0.01 -0.04 0.06
H 3.9881 3.4164 5.4680 0.03 0.02 0.04
H 4.1964 4.8871 3.4943 0.04 0.05 -0.01
H 2.9798 4.3529 1.4180 0.00 0.06 -0.08
H 1.5749 2.3155 1.2712 0.12 -0.03 0.23
C 0.0351 -0.5378 -5.5441 0.00 0.03 -0.01
C 0.4399 0.4206 -4.4338 0.03 0.09 -0.06
S -0.5083 0.1132 -2.9443 0.12 -0.34 0.10
O 0.3002 0.8854 -1.8747 -0.27 -0.01 0.40
C -1.9825 1.0834 -3.2850 -0.02 0.07 -0.01
C -1.7727 2.5883 -3.2541 0.00 0.02 -0.05
H 0.5664 -0.2770 -6.4568 0.04 0.00 -0.01
H -1.0293 -0.4832 -5.7663 -0.06 0.02 -0.02
H 0.2783 -1.5663 -5.2895 0.01 -0.05 0.02
H 0.3138 1.4663 -4.7090 0.02 0.04 0.00
H 1.4720 0.2747 -4.1175 0.05 -0.04 -0.01
H -2.7185 0.7523 -2.5529 0.01 0.00 0.05
H -2.3151 0.7218 -4.2593 -0.08 -0.02 -0.03
H -1.1230 2.8787 -2.4300 -0.02 -0.01 0.04
H -2.7369 3.0759 -3.1190 -0.01 0.03 -0.01
H -1.3419 2.9631 -4.1805 0.02 -0.01 -0.01



(2)
150
Properties=species:S:1:pos:R:3:forces:R:3 method="wB97M-V/def2-TZVPD" e_lumo_ev=1.40 total_charge=-1
N -1.1966 -0.6480 -1.5144 0.46 -0.51 1.04
C -1.8670 -1.7800 -0.7077 -3.79 1.82 0.35
C -2.1352 -3.1798 -1.5167 -0.07 -0.62 1.06
C -0.8275 -4.1532 -1.6832 0.26 -0.06 -0.77
C 0.5926 -3.3797 -1.9489 0.54 -1.01 -0.74
C 0.8737 -3.0417 -3.5622 1.44 -0.67 1.04
C 2.5173 -3.2618 -3.7536 -0.02 0.08 0.29
C 3.1397 -2.4627 -5.0426 0.53 -0.37 0.33
C 4.0093 -1.1535 -4.5675 0.06 1.07 -0.65
C 5.5516 -1.1089 -5.1432 -0.59 0.49 -0.57
C 6.5894 -0.2323 -4.2055 0.52 -0.57 -0.44
C 7.3721 -1.1414 -3.0805 0.11 0.47 0.04
C 8.9555 -0.6279 -3.0046 0.11 -0.92 -0.96
C 9.8725 -1.5396 -1.9758 -1.65 -0.09 -0.03
N 10.6578 -0.7364 -0.9620 2.07 0.42 3.45
C 11.0104 0.7336 -0.8722 1.86 -2.65 4.12
C 11.8549 0.8966 0.5235 -1.53 -3.47 -1.59
C 12.0214 -0.5593 1.2732 -3.46 0.82 -5.93
C 11.2138 -1.5436 0.1971 0.70 4.49 1.65
O -3.2461 -1.2061 -0.5687 0.42 -0.43 -0.22
B -3.5425 -0.6193 0.7835 1.40 -0.32 -0.83
O -2.7759 0.6267 1.0695 -0.74 0.81 1.83
C -5.1589 -0.4293 1.0443 -1.44 -0.41 0.63
C -5.6049 1.0842 1.5092 -1.00 -1.42 1.56
S -5.4870 2.3663 0.1112 1.86 1.38 2.04
C -4.2131 3.6288 0.7449 5.17 1.76 0.34
N -2.7108 3.6365 0.4652 -4.81 1.36 1.88
N -2.0915 4.7132 1.0908 -7.73 0.42 3.04
C -3.1781 5.4854 1.8188 1.63 -4.22 -4.32
O -4.4749 4.8225 1.5738 3.69 -0.58 -0.76
O -2.8130 -1.5959 1.6632 3.45 -1.98 -1.29
C -1.5324 -1.8408 0.9211 -0.09 0.23 0.16
F -0.9156 -3.1280 1.3173 -1.45 1.96 -0.60
H -0.5561 -0.0895 -0.8862 -1.22 -0.76 -0.86
H -1.9758 -0.0044 -1.8484 1.29 -1.30 1.07
H -2.9250 -3.7932 -0.8661 2.08 1.67 -1.57
H -2.7034 -2.9490 -2.5369 1.57 -0.25 2.12
H -1.0378 -4.8429 -2.6339 0.55 1.37 1.98
H -0.6507 -4.8967 -0.7788 -0.69 1.79 -1.65
H 0.7816 -2.4358 -1.2838 -0.65 -1.74 -1.34
H 1.4512 -4.1564 -1.6600 -1.80 1.55 -0.55
H 0.5808 -1.9374 -3.8389 0.39 -2.33 0.49
H 0.3691 -3.8624 -4.2286 0.59 1.82 1.18
H 2.8043 -4.4168 -3.8290 -0.92 2.45 0.18
H 3.0192 -2.8838 -2.7444 -0.89 -0.66 -2.23
H 2.2692 -2.1554 -5.7681 1.68 -0.49 1.43
H 3.8538 -3.1884 -5.6594 -1.46 1.51 1.29
H 4.0574 -0.9969 -3.4025 -0.30 -0.63 -2.18
H 3.4455 -0.2038 -5.0087 1.69 -2.11 1.19
H 5.9174 -2.2089 -5.3281 -0.41 2.10 0.54
H 5.4919 -0.5911 -6.2166 0.24 -1.13 2.25
H 7.4333 0.2260 -4.9044 -1.92 -0.98 1.41
H 6.0459 0.6585 -3.6647 0.95 -1.74 -1.19
H 7.3445 -2.2912 -3.3726 0.11 2.42 0.60
H 6.8150 -1.0019 -2.0478 1.35 -0.42 -1.96
H 9.4038 -0.8219 -4.0882 -0.98 0.59 2.20
H 9.0216 0.5254 -2.8176 -0.18 -2.29 -0.09
H 9.0988 -2.1973 -1.3540 1.75 1.38 -1.25
H 10.5580 -2.2937 -2.5582 -1.07 1.69 1.08
H 10.6873 1.5286 -1.6740 0.77 -2.01 1.93
H 12.3031 1.8806 0.9712 -1.12 -2.07 -1.26
H 12.5409 -0.8563 2.2853 -1.24 0.71 -2.50
H 11.0580 -2.7036 0.2639 0.06 2.78 -0.25
H -2.8548 0.7162 2.0815 0.41 -0.15 -2.44
H -5.8369 -0.7976 0.1392 1.40 0.94 1.80
H -5.4335 -1.1619 1.9443 0.28 1.61 -1.64
H -6.7553 1.0186 1.8230 2.37 0.50 -0.81
H -5.0396 1.4397 2.4891 -0.98 -0.58 -2.34
H -2.9545 6.4587 2.4564 -1.40 -2.31 -2.70
H -0.6716 -1.0681 1.1290 -1.88 -1.33 0.02
C 6.7359 3.4185 -6.0238 -0.14 0.18 0.11
Cl 6.6243 2.2525 -7.3533 0.02 0.10 0.07
Cl 5.1482 3.6633 -5.2762 0.58 0.18 0.04
Cl 7.9145 2.8755 -4.8174 0.03 0.32 -0.16
H 7.0756 4.3741 -6.4314 -0.11 -0.36 0.13
C 14.1704 -3.2376 -2.2310 0.00 0.09 0.03
Cl 13.2667 -2.2009 -1.1138 0.90 -0.65 -0.68
Cl 14.3620 -2.4408 -3.8020 -0.02 -0.12 0.01
Cl 15.7512 -3.6573 -1.5495 -0.05 -0.08 -0.07
H 13.6035 -4.1602 -2.3797 0.24 0.30 0.02
C -2.3107 6.2424 5.8779 0.06 -0.06 0.21
Cl -2.5311 7.9868 6.0971 0.22 -0.19 0.11
Cl -3.2968 5.3399 7.0409 -0.21 0.26 -0.01
Cl -2.7150 5.7680 4.2192 0.59 -0.31 2.45
H -1.2597 6.0027 6.0582 -0.35 0.06 -0.03
C -6.5291 2.8331 7.0879 0.05 -0.01 -0.20
Cl -6.4706 1.7648 5.6755 0.04 0.21 0.21
Cl -8.2002 3.3019 7.4445 0.18 0.02 -0.01
Cl -5.7900 2.0470 8.4934 -0.75 0.16 0.08
H -5.9589 3.7373 6.8597 -0.17 -0.28 0.09
C -5.2888 -5.9662 -0.4340 0.18 0.32 0.29
Cl -4.5895 -6.2257 -2.0413 -0.01 -0.05 0.10
Cl -4.8528 -4.3633 0.1826 -0.48 -0.47 0.14
Cl -7.0498 -6.1558 -0.4839 0.17 -0.06 0.01
H -4.8804 -6.7192 0.2449 -0.16 0.24 -0.27
C -10.8213 -7.8098 0.0175 0.05 -0.01 -0.03
Cl -12.1424 -7.8638 1.1971 0.11 0.05 -0.14
Cl -10.3851 -6.1326 -0.3515 -0.14 -0.24 0.00
Cl -9.4131 -8.7009 0.6194 -0.21 0.08 -0.10
H -11.1629 -8.2876 -0.9043 0.12 0.16 0.33
C 1.3930 1.7345 -6.4771 -0.15 -0.17 0.06
Cl 0.6058 3.2667 -6.0620 0.10 -0.16 -0.11
Cl 3.0784 2.0093 -6.9500 -0.40 -0.23 -0.11
Cl 1.3052 0.6016 -5.1175 -0.59 0.45 -0.30
H 0.8643 1.2947 -7.3266 0.19 0.18 0.33
C 1.9231 -7.9173 -3.7638 -0.13 -0.07 0.03
Cl 2.0500 -6.8727 -5.1894 -0.02 -0.18 0.10
Cl 3.2978 -7.6561 -2.6769 -0.12 -0.06 -0.13
Cl 0.3950 -7.6283 -2.9148 0.24 -0.05 -0.14
H 1.9405 -8.9582 -4.0970 0.01 0.38 0.11
C 0.2028 6.6025 -1.6950 0.02 -0.42 0.12
Cl -0.0175 8.3469 -1.4757 0.08 0.05 -0.02
Cl -0.7832 5.6999 -0.5319 1.18 1.01 -1.04
Cl -0.2014 6.1280 -3.3536 0.11 0.06 -0.04
H 1.2538 6.3627 -1.5146 -0.32 0.16 -0.15
C 2.1953 3.1844 -10.6402 0.03 0.11 0.02
Cl 3.9388 2.8939 -10.5159 -0.19 0.03 -0.07
Cl 1.2877 1.8185 -9.9691 0.01 0.11 -0.28
Cl 1.7550 4.6894 -9.8151 0.04 -0.21 -0.14
H 1.9371 3.2832 -11.6976 0.08 -0.06 0.39
C -5.3562 8.7523 3.1126 -0.14 -0.02 -0.09
Cl -3.6253 8.5655 2.7829 -0.34 0.77 -0.05
Cl -5.6987 8.4551 4.8254 0.36 -0.14 -0.14
Cl -5.9088 10.3677 2.6387 0.23 -0.21 -0.06
H -5.9014 8.0140 2.5191 0.19 0.21 0.20
C -12.2006 -12.1437 1.7996 -0.01 -0.01 0.03
Cl -13.1043 -11.1070 2.9168 0.07 -0.18 -0.12
Cl -12.0090 -11.3469 0.2286 -0.07 -0.24 0.11
Cl -10.6198 -12.5634 2.4812 -0.21 0.02 -0.10
H -12.7675 -13.0663 1.6510 0.21 0.34 0.04
C -4.7899 6.1191 10.5320 0.08 -0.04 -0.06
Cl -4.2721 4.4761 10.9470 -0.01 0.24 -0.10
Cl -6.3398 6.0847 9.6740 0.20 -0.02 0.02
Cl -4.9073 7.1209 11.9887 0.04 -0.06 -0.16
H -4.0398 6.5598 9.8704 -0.26 -0.16 0.20
C -10.0785 9.8236 3.8443 0.03 -0.10 0.08
Cl -10.9822 10.8603 4.9615 0.02 -0.12 -0.11
Cl -9.8869 10.6204 2.2734 -0.04 -0.12 0.14
Cl -8.4977 9.4039 4.5259 -0.75 0.05 -0.14
H -10.6454 8.9010 3.6957 0.18 0.34 0.04
C -1.3625 1.7663 7.2747 -0.18 -0.12 -0.19
Cl -0.4170 0.7868 8.4089 -0.04 0.09 -0.11
Cl -3.0743 1.7685 7.7320 0.87 -0.02 -0.23
Cl -0.7340 3.4216 7.2085 0.31 -0.37 0.02
H -1.2725 1.3237 6.2794 0.02 0.15 0.33
C 0.3658 -2.2593 10.5783 -0.05 0.00 -0.12
Cl 0.2542 -3.4253 9.2488 0.03 0.23 0.17
Cl -1.2219 -2.0145 11.3259 0.21 0.03 -0.10
Cl 1.5445 -2.8024 11.7847 -0.08 0.10 -0.12
H 0.7055 -1.3037 10.1707 -0.11 -0.34 0.15



Number 1: molecular weight 876.124 g/mol, HOMO level -12.588 eV, orbital gap 7.7 eV. Number 2: molecular weight 2393.487 g/mol, HOMO level -5.562 eV, orbital gap 7.0 eV.